{"formula": "C48H115N13O10", "method": "wB97M-V/def2-TZVPD", "gap_ha": 0.3042, "homo_energy_ha": -0.291, "e_above_lowest_ev": 0.000, "mol_weight_g_mol": 1034.529, "charge": 0, "elements": ["C", "C", "N", "C", "C", "C", "C", "H", "H", "H", "H", "H", "H", "H", "H", "H", "H", "H", "H", "H", "H", "H", "C", "C", "N", "C", "C", "C", "C", "H", "H", "H", "H", "H", "H", "H", "H", "H", "H", "H", "H", "H", "H", "H", "C", "C", "N", "C", "C", "C", "C", "H", "H", "H", "H", "H", "H", "H", "H", "H", "H", "H", "H", "H", "H", "H", "C", "C", "O", "N", "C", "H", "H", "H", "H", "H", "H", "H", "C", "C", "O", "N", "C", "H", "H", "H", "H", "H", "H", "H", "C", "C", "O", "N", "C", "H", "H", "H", "H", "H", "H", "H", "C", "C", "O", "N", "C", "H", "H", "H", "H", "H", "H", "H", "C", "C", "O", "N", "C", "H", "H", "H", "H", "H", "H", "H", "C", "C", "O", "N", "C", "H", "H", "H", "H", "H", "H", "H", "C", "C", "O", "N", "C", "H", "H", "H", "H", "H", "H", "H", "C", "C", "O", "N", "C", "H", "H", "H", "H", "H", "H", "H", "C", "C", "O", "N", "C", "H", "H", "H", "H", "H", "H", "H", "C", "C", "O", "N", "C", "H", "H", "H", "H", "H", "H", "H"], "xyz": [[-9.67953, -11.84544, -8.74372], [-9.12864, -12.90005, -9.72393], [-9.87228, -12.99116, -10.98870], [-9.76640, -11.76830, -11.75776], [-10.78099, -11.61852, -12.90012], [-9.35110, -14.11940, -11.75755], [-9.63569, -15.48126, -11.14717], [-9.29934, -12.08857, -7.74851], [-10.76617, -11.83121, -8.69637], [-9.24917, -10.88261, -9.02709], [-8.06362, -12.75673, -9.93981], [-9.23897, -13.86272, -9.22730], [-9.86233, -10.90268, -11.09872], [-8.75314, -11.63358, -12.18241], [-10.62721, -10.65313, -13.37993], [-10.67181, -12.44846, -13.59422], [-11.77501, -11.58863, -12.45585], [-8.28898, -13.97387, -12.03042], [-9.76810, -14.10374, -12.77042], [-9.09406, -15.67157, -10.22442], [-9.41978, -16.25710, -11.88247], [-10.70899, -15.53929, -10.95540], [-5.99042, -8.11975, -10.51629], [-5.99847, -8.52958, -9.05421], [-5.26929, -9.78744, -8.77556], [-4.98864, -9.82582, -7.33703], [-3.83072, -10.74575, -6.94699], [-6.03378, -10.92618, -9.24773], [-5.23747, -12.20968, -9.47817], [-6.43542, -7.12339, -10.56786], [-6.62928, -8.74551, -11.14446], [-5.00241, -8.14071, -10.97483], [-5.52265, -7.74511, -8.47340], [-7.04849, -8.66294, -8.74966], [-4.77245, -8.82955, -6.96045], [-5.89213, -10.17038, -6.80407], [-4.10801, -11.80109, -7.00609], [-2.93658, -10.67202, -7.56304], [-3.62257, -10.61128, -5.88145], [-6.51823, -10.69449, -10.19514], [-6.80927, -11.18665, -8.50659], [-4.33950, -12.04591, -10.07982], [-5.85177, -12.94787, -9.99801], [-4.87774, -12.73459, -8.59277], [-11.84219, -12.39959, -2.37857], [-11.56669, -13.06968, -1.04600], [-12.73267, -13.74017, -0.44318], [-12.35891, -14.34813, 0.82463], [-11.27781, -15.41123, 0.74611], [-13.86792, -12.84031, -0.28803], [-15.15198, -13.57552, 0.06833], [-12.35804, -11.45157, -2.20590], [-12.47013, -13.01315, -3.01829], [-10.88486, -12.10875, -2.80973], [-10.82891, -13.86612, -1.16515], [-11.13562, -12.37193, -0.30761], [-12.17315, -13.53593, 1.55105], [-13.19809, -14.87470, 1.29009], [-10.28779, -14.98669, 0.56931], [-11.25387, -15.96344, 1.68626], [-11.47845, -16.14362, -0.03584], [-14.00172, -12.25680, -1.19596], [-13.68298, -12.10290, 0.51795], [-15.96829, -12.84572, 0.05478], [-15.14937, -13.96861, 1.08412], [-15.41795, -14.35577, -0.64240], [-7.74459, -6.65621, 0.51533], [-8.06616, -5.82791, -0.69477], [-7.57137, -4.71303, -0.81813], [-8.92391, -6.36953, -1.58050], [-9.41204, -5.66885, -2.74478], [-8.40397, -6.39502, 1.34393], [-6.72018, -6.50971, 0.84969], [-7.85383, -7.72435, 0.31234], [-9.33801, -7.25782, -1.31665], [-8.88885, -5.98878, -3.64544], [-9.35062, -4.59077, -2.61259], [-10.47203, -5.89795, -2.87714], [-14.33256, -8.16061, -3.93290], [-15.44852, -7.62692, -4.80840], [-15.74802, -8.19976, -5.83448], [-16.00456, -6.46280, -4.41845], [-17.15741, -5.86812, -5.07766], [-13.58442, -8.67252, -4.53669], [-14.70355, -8.86821, -3.19152], [-13.80726, -7.33723, -3.43611], [-15.57162, -5.95542, -3.66946], [-17.24585, -4.82749, -4.76973], [-18.05692, -6.42611, -4.83081], [-16.97437, -5.84569, -6.15130], [-5.98504, -7.43110, -4.23827], [-6.14758, -6.36965, -5.33074], [-7.18420, -5.72220, -5.40527], [-5.11391, -6.24229, -6.18290], [-5.13883, -5.40806, -7.35846], [-5.40986, -7.06270, -3.38788], [-5.43240, -8.26382, -4.68189], [-6.94733, -7.79385, -3.89328], [-4.23875, -6.64306, -5.89748], [-5.25400, -4.35066, -7.09593], [-5.94325, -5.63036, -8.05825], [-4.15219, -5.51141, -7.80716], [-8.98408, -6.32901, -9.66525], [-9.65044, -7.23312, -10.68548], [-9.74654, -8.44060, -10.49783], [-10.12923, -6.62164, -11.78874], [-10.68663, -7.35863, -12.90800], [-8.55532, -6.94681, -8.88422], [-9.76380, -5.70327, -9.21875], [-8.26099, -5.64438, -10.10794], [-10.02379, -5.62655, -11.86508], [-10.46128, -8.41874, -12.85455], [-10.29561, -6.99300, -13.85640], [-11.77241, -7.24211, -12.87606], [-13.21248, -10.21965, -10.58027], [-13.46048, -9.36068, -9.37552], [-14.51362, -9.36477, -8.75892], [-12.42999, -8.57019, -9.03786], [-12.35550, -7.68557, -7.89884], [-14.08579, -10.72254, -10.99362], [-12.51626, -11.02700, -10.33067], [-12.80098, -9.68617, -11.44272], [-11.60166, -8.58456, -9.61314], [-13.32576, -7.48848, -7.45163], [-11.92691, -6.72785, -8.21253], [-11.65503, -8.05464, -7.14983], [-10.71780, -9.03916, -3.71178], [-10.92361, -9.73704, -5.03478], [-11.87382, -10.50546, -5.14534], [-10.05238, -9.51246, -6.02600], [-8.98062, -8.54565, -6.04512], [-11.06632, -9.59415, -2.84469], [-11.20141, -8.05850, -3.74948], [-9.67803, -8.85565, -3.42372], [-10.17586, -10.03316, -6.88172], [-8.03737, -8.93555, -5.64925], [-9.26671, -7.67492, -5.45464], [-8.72166, -8.18213, -7.04043], [-11.93404, -3.52719, -6.58562], [-10.86137, -4.52176, -6.16677], [-11.18696, -5.59613, -5.67284], [-9.56487, -4.22074, -6.37783], [-8.95614, -3.01772, -6.91985], [-11.72949, -3.23891, -7.62098], [-11.87827, -2.62151, -5.97558], [-12.94592, -3.90551, -6.50283], [-8.91219, -4.95374, -6.12851], [-9.69468, -2.26685, -7.19340], [-8.40460, -3.30736, -7.81565], [-8.29032, -2.55774, -6.19045], [-12.21687, -7.72850, -0.72110], [-11.29431, -8.74785, -0.08005], [-10.11565, -8.80569, -0.42960], [-11.80038, -9.51821, 0.89474], [-11.02536, -10.42691, 1.70821], [-13.12738, -7.53722, -0.15228], [-12.52496, -8.05198, -1.71523], [-11.64840, -6.80334, -0.79654], [-12.80081, -9.61434, 0.93921], [-10.63675, -9.90595, 2.58488], [-10.22415, -10.87678, 1.12367], [-11.65365, -11.24420, 2.06079], [-17.67058, -12.44725, -7.92478], [-16.37297, -11.87338, -7.38022], [-16.33718, -10.69111, -7.08721], [-15.35670, -12.73158, -7.18892], [-14.11229, -12.37503, -6.52418], [-18.11912, -11.69251, -8.56338], [-18.34321, -12.75054, -7.12479], [-17.48700, -13.33169, -8.54803], [-15.48356, -13.70442, -7.39921], [-14.03842, -12.93035, -5.58872], [-14.09710, -11.31487, -6.28363], [-13.25637, -12.54854, -7.17604], [-6.12504, -12.35398, -3.95105], [-7.00763, -11.42793, -3.13200], [-7.48899, -10.40363, -3.59295], [-7.23107, -11.86019, -1.87564], [-8.06083, -11.19430, -0.89984], [-5.07182, -12.12368, -3.76950], [-6.25388, -12.19275, -5.01910], [-6.32591, -13.39292, -3.69539], [-6.68275, -12.65746, -1.60445], [-8.15272, -11.77356, 0.01503], [-9.07411, -11.07947, -1.29133], [-7.69105, -10.18785, -0.70179]], "forces_ev_per_a": [[1.09, -0.23, -0.40], [-1.07, -0.15, 0.19], [0.24, -0.26, 0.01], [0.26, 0.90, -0.28], [0.22, -0.14, 1.02], [0.03, 0.12, -0.83], [-0.34, 0.17, -0.34], [-0.04, 0.05, 0.04], [-0.04, 0.06, -0.19], [-0.46, 0.28, 0.17], [0.15, 0.18, 0.18], [0.14, -0.09, -0.09], [-0.25, -0.14, 0.09], [0.15, -0.27, -0.01], [0.13, -0.13, -0.29], [-0.26, 0.21, -0.26], [-0.12, -0.28, -0.25], [0.29, -0.07, 0.66], [-0.52, 0.02, 0.28], [0.06, -0.11, -0.04], [0.22, -0.07, 0.13], [0.03, -0.03, 0.20], [-0.43, -0.08, -0.25], [0.17, -0.90, -0.49], [0.20, 1.16, 0.08], [0.17, -1.00, -0.20], [-0.45, -0.77, 0.39], [0.21, -0.92, 0.50], [0.53, -0.42, -0.25], [0.26, 0.10, -0.20], [-0.03, -0.11, 0.16], [0.12, 0.21, 0.24], [-0.14, -0.01, 0.11], [-0.03, 0.31, 0.24], [0.01, 0.17, -0.27], [-0.02, 0.10, 0.16], [-0.16, 0.11, -0.09], [0.03, 0.52, 0.07], [0.34, 0.25, -0.11], [-0.06, 0.25, 0.08], [-0.28, 0.24, -0.14], [-0.15, 0.20, -0.13], [-0.07, 0.13, -0.12], [-0.23, 0.30, 0.21], [0.06, 0.67, 0.90], [-0.23, -0.86, 0.44], [0.00, 0.13, -0.39], [-0.76, -0.23, 0.30], [0.47, 0.27, 0.12], [0.04, -0.39, 0.37], [-0.52, 0.62, 0.02], [-0.12, -0.05, -0.20], [0.28, -0.07, -0.24], [-0.11, -0.27, -0.45], [0.10, 0.17, -0.20], [0.03, 0.24, -0.17], [0.65, -0.11, 0.11], [-0.34, 0.21, -0.48], [0.02, -0.13, 0.05], [0.11, 0.08, 0.05], [-0.16, 0.15, -0.12], [-0.05, -0.20, -0.10], [0.16, 0.09, 0.05], [-0.01, -0.05, -0.05], [0.14, -0.19, -0.08], [0.23, -0.09, 0.00], [0.09, -0.93, 0.23], [0.42, 0.79, 0.05], [-0.09, -0.02, -0.23], [-0.03, -0.21, 0.43], [-0.53, -0.16, -0.11], [-0.06, 0.04, -0.05], [0.00, 0.35, -0.15], [-0.22, 0.05, 0.07], [0.03, -0.02, -0.18], [0.05, 0.25, -0.05], [0.35, -0.03, 0.03], [0.04, -0.09, -0.08], [0.47, 0.43, 0.15], [0.93, -0.85, -0.86], [-0.49, 0.22, 0.22], [-0.45, 0.89, 0.60], [0.72, 0.03, -0.16], [-0.27, -0.13, -0.17], [-0.12, 0.05, 0.03], [-0.14, -0.06, 0.19], [-0.06, -0.09, 0.12], [-0.10, -0.07, 0.24], [-0.17, 0.07, -0.22], [-0.27, -0.28, -0.07], [0.57, 0.10, -0.66], [-0.82, -0.43, 1.34], [0.22, 0.08, -0.73], [-0.13, -0.12, -0.10], [0.48, 0.95, 0.34], [-0.06, 0.17, -0.02], [-0.07, -0.15, 0.24], [-0.07, 0.12, -0.03], [0.00, -0.16, -0.14], [-0.02, -0.06, 0.07], [0.07, -0.38, 0.07], [-0.21, -0.02, -0.41], [-0.70, 0.22, -0.05], [0.43, 0.00, 0.23], [0.00, 0.06, -0.09], [0.42, -0.38, -0.11], [-0.59, 0.24, -0.01], [0.16, 0.08, -0.02], [0.05, -0.04, 0.13], [0.14, -0.16, -0.04], [0.01, 0.04, -0.04], [0.16, 0.03, 0.37], [-0.04, 0.17, 0.05], [0.00, -0.14, -0.32], [0.30, -0.81, -0.96], [-1.40, 0.17, 0.39], [0.34, -0.16, -0.37], [1.06, 0.44, -0.14], [0.28, 0.43, 0.08], [-0.37, 0.22, 0.56], [0.13, 0.15, 0.04], [0.28, 0.24, 0.31], [-0.02, -0.28, -0.04], [-0.11, -0.29, -0.07], [-0.17, 0.06, -0.10], [-0.26, -0.15, 0.16], [0.90, 0.78, 0.42], [-0.61, -0.67, 1.17], [0.18, -0.04, -0.39], [0.70, 0.10, -1.07], [0.57, 0.48, 0.66], [-0.60, -0.28, -0.45], [-0.09, -0.05, 0.01], [0.14, 0.04, -0.54], [-0.37, -0.13, 0.17], [-0.16, -0.19, 0.21], [0.08, 0.07, -0.07], [-0.57, -0.18, -0.19], [0.72, 0.55, -0.20], [-0.94, -0.36, 0.21], [0.17, -0.04, 0.05], [0.17, 0.22, -0.11], [-0.32, -0.28, -0.02], [-0.23, 0.12, 0.03], [0.11, 0.01, -0.06], [0.15, -0.45, 0.06], [0.02, 0.00, 0.23], [-0.11, -0.15, -0.01], [0.19, 0.30, -0.02], [0.14, -0.08, -0.03], [-0.24, -0.24, 0.21], [0.41, 0.50, -0.55], [-0.20, -0.15, 0.36], [-0.64, -0.38, 0.10], [0.12, -0.21, 0.05], [0.07, -0.06, 0.12], [0.21, -0.01, -0.03], [-0.04, 0.03, -0.13], [-0.01, 0.28, 0.09], [0.23, -0.06, -0.09], [0.13, 0.20, 0.10], [-0.12, 0.10, -0.07], [0.55, -0.68, -0.70], [-1.23, 1.33, 0.38], [0.16, -0.71, 0.07], [0.87, -0.51, 0.09], [-0.24, 0.32, -0.03], [-0.17, 0.08, 0.19], [-0.01, 0.22, 0.09], [-0.06, 0.01, 0.08], [-0.19, 0.02, -0.11], [0.31, -0.06, -0.03], [-0.26, 0.02, -0.08], [0.06, -0.22, 0.11], [0.30, 0.21, -0.04], [-0.19, 0.20, -0.62], [0.02, -0.01, 0.18], [0.40, -0.65, 0.25], [-0.48, 0.52, -0.43], [-0.02, -0.11, 0.24], [-0.36, 0.03, 0.06], [0.13, -0.06, -0.10], [-0.17, -0.04, 0.20], [0.35, -0.08, 0.00], [0.07, 0.09, -0.05], [-0.03, -0.04, 0.20]]}